(1)
114
Properties=species:S:1:pos:R:3 method="wB97M-V/def2-TZVPD" smiles="CCP(C)C1=C(CCCCNC(C)=O)C(=O)OC1=O.CCOC(=O)OC.CCOC(=O)OC.CCOC(=O)OC.CCOC(=O)OC.CCOC(=O)OC" homo_lumo_gap_ev=8.00 multiplicity=1 homo_ev=-8.47 largest_force_ev_per_a=2.5
C -0.136 1.975 3.282
C 1.088 2.249 2.385
P 0.746 2.912 0.701
C -0.775 3.947 0.928
C 0.256 1.602 -0.448
C 0.629 0.322 -0.632
C 1.136 -0.639 0.373
C 0.254 -1.905 0.279
C -1.209 -1.649 0.602
C -1.400 -0.762 1.810
N -2.793 -0.675 2.263
C -3.328 0.605 2.183
C -4.274 0.978 3.298
O -3.080 1.355 1.262
C 0.390 0.037 -2.068
O 1.047 -0.620 -2.857
O -0.734 0.778 -2.405
C -0.717 1.882 -1.559
O -1.403 2.843 -1.768
H -0.049 1.045 3.833
H -0.225 2.759 4.021
H -1.068 1.972 2.735
H 1.636 3.039 2.881
H 1.774 1.417 2.373
H -1.653 3.421 0.589
H -0.909 4.199 1.971
H -0.616 4.863 0.382
H 1.090 -0.248 1.373
H 2.135 -0.968 0.108
H 0.306 -2.268 -0.740
H 0.693 -2.681 0.894
H -1.696 -1.221 -0.267
H -1.726 -2.583 0.790
H -0.999 0.210 1.567
H -0.779 -1.155 2.610
H -2.840 -0.983 3.221
H -3.794 0.808 4.253
H -5.187 0.404 3.220
H -4.502 2.029 3.223
C -3.348 6.436 -2.875
C -3.385 6.127 -1.394
O -2.779 7.173 -0.615
C -3.516 8.266 -0.451
O -4.631 8.445 -0.862
O -2.804 9.139 0.266
C -3.448 10.398 0.459
H -2.327 6.646 -3.193
H -3.730 5.590 -3.446
H -3.953 7.311 -3.109
H -2.800 5.232 -1.190
H -4.401 5.942 -1.046
H -4.441 10.270 0.883
H -3.512 10.937 -0.485
H -2.830 10.961 1.153
C 7.556 -1.073 0.235
C 6.175 -0.673 -0.237
O 5.332 -0.268 0.854
C 5.569 0.949 1.335
O 6.386 1.730 0.931
O 4.723 1.161 2.345
C 4.897 2.415 3.011
H 7.487 -1.843 1.005
H 8.143 -1.458 -0.598
H 8.085 -0.223 0.664
H 5.673 -1.527 -0.688
H 6.218 0.118 -0.985
H 4.863 3.242 2.305
H 5.837 2.429 3.560
H 4.077 2.518 3.715
C -1.485 -1.079 -5.945
C -1.653 -1.472 -4.494
O -3.017 -1.827 -4.190
C -3.405 -3.024 -4.603
O -2.726 -3.835 -5.180
O -4.688 -3.183 -4.280
C -5.262 -4.407 -4.744
H -2.182 -0.282 -6.206
H -0.467 -0.732 -6.123
H -1.682 -1.921 -6.609
H -1.422 -0.625 -3.852
H -0.985 -2.289 -4.221
H -4.676 -5.264 -4.418
H -5.340 -4.399 -5.830
H -6.256 -4.467 -4.313
C -0.436 -6.512 -6.550
C -1.483 -6.826 -5.505
O -2.339 -7.909 -5.918
C -1.815 -9.124 -5.826
O -0.722 -9.403 -5.409
O -2.721 -9.999 -6.268
C -2.263 -11.351 -6.294
H -0.909 -6.316 -7.514
H 0.140 -5.635 -6.254
H 0.252 -7.346 -6.685
H -2.132 -5.967 -5.370
H -1.030 -7.055 -4.540
H -1.877 -11.653 -5.324
H -1.495 -11.474 -7.057
H -3.122 -11.966 -6.548
C 5.637 -0.735 7.013
C 4.251 -0.420 6.492
O 3.358 -0.035 7.548
C 3.517 1.206 8.001
O 4.300 2.019 7.586
O 2.644 1.399 8.988
C 2.750 2.676 9.623
H 5.585 -1.489 7.799
H 6.269 -1.106 6.207
H 6.107 0.151 7.438
H 3.815 -1.312 6.047
H 4.275 0.353 5.725
H 2.691 3.481 8.895
H 3.682 2.742 10.181
H 1.913 2.750 10.311

=====

(2)
26
Properties=species:S:1:pos:R:3 method="wB97M-V/def2-TZVPD" smiles="[H]/N=C(/CC)c1ccccc1.OSO" e_above_lowest_ev=3.027 homo_lumo_gap_ev=7.52 multiplicity=1 homo_ev=-7.73 largest_force_ev_per_a=4.7
H 1.941 0.715 0.603
N 1.201 1.179 0.045
C 0.152 0.479 -0.146
C -0.838 1.303 -0.876
C -1.794 2.027 0.145
C -0.244 -0.793 0.522
C 0.638 -1.506 1.265
C 0.317 -2.709 1.770
C -0.874 -3.308 1.574
C -1.807 -2.597 0.855
C -1.596 -1.313 0.306
H -0.423 2.068 -1.451
H -1.511 0.825 -1.698
H -2.019 1.366 0.965
H -1.300 2.858 0.574
H -2.769 2.361 -0.379
H 1.561 -0.993 1.299
H 1.090 -3.201 2.300
H -0.981 -4.321 1.650
H -2.746 -3.087 0.483
H -2.309 -1.025 -0.397
O 4.082 0.687 -2.615
S 2.803 1.637 -3.103
O 2.451 2.336 -1.700
H 4.878 1.086 -3.014
H 1.914 1.728 -1.087

=====

(3)
110
Properties=species:S:1:pos:R:3 method="wB97M-V/def2-TZVPD" charge=+1 homo_lumo_gap_ev=9.69 multiplicity=1 homo_ev=-12.85 largest_force_ev_per_a=2.6
C 0.782 -2.675 -3.458
C 0.610 -2.351 -2.317
C 0.373 -1.776 -0.958
N 1.663 -1.540 -0.328
C 2.520 -0.474 -0.262
N 2.336 0.764 -0.744
C 3.519 1.642 -0.530
O 3.327 2.890 -1.135
C 3.451 3.884 -0.133
C 4.850 4.439 0.048
O 2.492 4.201 0.490
C 1.140 1.234 -1.377
O 0.861 0.607 -2.631
C 1.783 0.823 -3.593
F 1.256 0.413 -4.741
F 2.095 2.096 -3.726
F 2.895 0.123 -3.405
N 3.620 -0.818 0.391
C 3.456 -2.089 0.793
P 4.718 -2.957 1.832
O 4.757 -2.317 3.164
N 2.271 -2.520 0.354
C 1.800 -3.897 0.620
H 0.751 -2.948 -4.487
H -0.263 -0.907 -1.052
H -0.205 -2.524 -0.424
H 4.371 1.146 -1.005
H 3.741 1.684 0.538
H 4.958 4.747 1.082
H 5.556 3.657 -0.227
H 4.952 5.277 -0.640
H 0.300 1.023 -0.716
H 1.147 2.313 -1.511
H 5.922 -2.831 1.111
H 4.346 -4.314 1.867
H 1.534 -3.965 1.679
H 2.635 -4.574 0.478
H 0.977 -4.187 -0.024
C -3.550 -0.098 3.262
C -2.484 0.921 2.874
C -1.755 0.565 1.575
C -1.061 -0.726 1.706
N -0.489 -1.716 1.820
H -3.116 -1.082 3.449
H -4.054 0.213 4.176
H -4.304 -0.200 2.478
H -1.755 1.013 3.679
H -2.948 1.901 2.756
H -1.015 1.334 1.343
H -2.454 0.503 0.739
C 4.784 4.589 -4.566
C 5.053 5.923 -3.880
C 6.332 6.604 -4.375
C 7.499 5.751 -4.110
N 8.402 5.072 -3.908
H 5.578 3.867 -4.370
H 3.853 4.156 -4.198
H 4.696 4.716 -5.646
H 5.123 5.767 -2.802
H 4.207 6.590 -4.052
H 6.478 7.559 -3.870
H 6.274 6.797 -5.447
C 2.995 4.187 4.554
C 2.973 2.730 4.104
C 1.624 2.313 3.508
C 0.542 2.456 4.496
N -0.292 2.576 5.275
H 2.271 4.370 5.348
H 3.979 4.449 4.942
H 2.769 4.858 3.722
H 3.212 2.085 4.951
H 3.750 2.572 3.353
H 1.658 1.270 3.185
H 1.387 2.932 2.639
C -1.987 -6.826 4.390
C -1.802 -5.354 4.742
C -0.925 -4.604 3.732
C 0.419 -5.191 3.671
N 1.467 -5.661 3.655
H -1.036 -7.361 4.397
H -2.639 -7.311 5.115
H -2.437 -6.940 3.402
H -1.360 -5.274 5.737
H -2.777 -4.867 4.784
H -0.832 -3.554 4.012
H -1.369 -4.650 2.736
C -3.593 -1.405 -3.921
C -4.441 -1.450 -2.655
C -3.605 -1.646 -1.387
C -2.872 -2.919 -1.440
N -2.308 -3.917 -1.485
H -3.062 -2.346 -4.078
H -4.222 -1.237 -4.794
H -2.855 -0.599 -3.876
H -5.173 -2.254 -2.728
H -5.000 -0.516 -2.568
H -4.247 -1.653 -0.504
H -2.884 -0.832 -1.279
C -8.577 -0.635 -3.349
C -9.402 -0.698 -2.068
C -8.542 -0.900 -0.815
C -7.795 -2.164 -0.893
N -7.222 -3.157 -0.953
H -8.043 -1.571 -3.526
H -9.222 -0.461 -4.209
H -7.846 0.175 -3.307
H -10.128 -1.509 -2.145
H -9.967 0.228 -1.957
H -9.167 -0.924 0.077
H -7.829 -0.080 -0.705

=====

(4)
21
Properties=species:S:1:pos:R:3 method="wB97M-V/def2-TZVPD" smiles="O=S1(=O)CCC[C@H](P(O)(O)=S)O1" homo_lumo_gap_ev=8.91 multiplicity=1 homo_ev=-9.25 largest_force_ev_per_a=8.0
O -1.253 -2.792 0.833
S -1.197 -1.873 -0.420
O -1.719 -2.717 -1.648
C -2.418 -0.471 -0.195
C -1.722 0.951 0.329
C -0.277 1.044 -0.503
C 0.686 -0.116 0.143
P 2.535 0.356 0.242
O 3.397 -0.345 1.592
O 2.638 2.120 0.375
S 3.520 -0.139 -1.402
O 0.433 -1.358 -0.658
H -3.220 -0.781 0.619
H -3.005 -0.226 -1.200
H -1.452 0.871 1.488
H -2.423 1.890 0.104
H -0.551 0.689 -1.610
H 0.179 2.121 -0.517
H 0.326 -0.397 1.246
H 3.178 -1.322 1.711
H 2.345 2.496 -0.528

=====

(5)
114
Properties=species:S:1:pos:R:3 method="wB97M-V/def2-TZVPD" e_above_lowest_ev=0.000 homo_lumo_gap_ev="5.76 / 5.76" multiplicity=1 homo_ev="-6.69 / -6.69" largest_force_ev_per_a=2.2
Sn 0.312 0.380 0.903
C -3.530 -1.048 -2.311
C -2.877 0.182 -2.948
P -1.873 1.267 -1.781
C -3.070 2.637 -1.555
C -4.275 2.338 -0.913
C -5.166 3.340 -0.563
C -4.866 4.666 -0.846
C -3.676 4.977 -1.485
C -2.780 3.972 -1.830
C -0.639 1.928 -2.956
C 0.698 1.662 -2.659
C 1.715 2.070 -3.515
C 1.396 2.744 -4.683
C 0.064 2.998 -4.999
C -0.948 2.590 -4.145
C -2.534 -2.144 -1.947
P -1.539 -1.899 -0.420
C -2.556 -2.636 0.904
C -3.904 -2.957 0.766
C -4.633 -3.423 1.854
C -4.030 -3.558 3.096
C -2.690 -3.224 3.249
C -1.966 -2.751 2.167
C -0.280 -3.182 -0.778
C 0.642 -2.855 -1.773
C 1.657 -3.733 -2.115
C 1.770 -4.950 -1.454
C 0.867 -5.274 -0.452
C -0.153 -4.394 -0.111
H -4.222 -1.474 -3.042
H -4.134 -0.750 -1.448
H -3.645 0.819 -3.391
H -2.216 -0.144 -3.754
H -4.518 1.308 -0.673
H -6.087 3.088 -0.052
H -5.553 5.453 -0.563
H -3.436 6.009 -1.708
H -1.846 4.232 -2.312
H 0.947 1.138 -1.740
H 2.748 1.863 -3.261
H 2.182 3.074 -5.351
H -0.180 3.515 -5.918
H -1.983 2.789 -4.402
H -1.810 -2.253 -2.757
H -3.042 -3.107 -1.855
H -4.402 -2.843 -0.188
H -5.678 -3.677 1.728
H -4.607 -3.898 3.946
H -2.213 -3.318 4.216
H -0.929 -2.468 2.299
H 0.571 -1.894 -2.276
H 2.366 -3.465 -2.889
H 2.565 -5.638 -1.711
H 0.959 -6.217 0.073
H -0.838 -4.649 0.688
Br 4.991 -5.457 5.467
C 3.881 -4.246 4.524
C 3.374 -3.139 5.187
C 2.577 -2.248 4.487
C 2.300 -2.466 3.143
C 2.807 -3.588 2.498
C 3.605 -4.487 3.187
C 1.484 -1.488 2.376
O 1.041 -0.455 2.942
O 1.247 -1.697 1.153
H 3.604 -2.979 6.231
H 2.172 -1.370 4.973
H 2.573 -3.743 1.452
H 4.014 -5.359 2.698
C -1.681 1.272 1.821
C -1.795 1.126 3.278
C -2.705 0.226 3.830
C -2.892 0.158 5.203
C -2.144 0.961 6.050
C -1.196 1.825 5.514
C -1.025 1.907 4.144
H -2.388 0.716 1.213
H -1.450 2.262 1.442
H -3.287 -0.407 3.170
H -3.622 -0.531 5.612
H -2.293 0.913 7.121
H -0.582 2.427 6.172
H -0.279 2.571 3.721
C 0.347 4.185 0.598
C 1.420 4.555 -0.422
C 0.715 4.967 -1.727
C 2.543 3.553 -0.739
C 3.552 4.089 -1.534
C 4.655 3.362 -1.924
C 4.811 2.077 -1.430
C 3.880 1.501 -0.581
C 4.223 0.112 -0.076
C 4.178 -0.001 1.448
C 3.399 -0.957 -0.800
C 2.672 2.209 -0.245
N 1.693 1.706 0.564
H -0.268 5.069 0.792
H 0.779 3.842 1.536
H -0.299 3.397 0.212
H 1.932 5.442 -0.033
H 0.269 4.092 -2.203
H 1.402 5.416 -2.444
H -0.071 5.696 -1.513
H 3.461 5.118 -1.867
H 5.406 3.799 -2.570
H 5.697 1.511 -1.697
H 5.263 -0.056 -0.366
H 3.184 0.188 1.837
H 4.853 0.732 1.894
H 4.497 -0.999 1.762
H 2.341 -0.881 -0.567
H 3.725 -1.960 -0.508
H 3.521 -0.853 -1.881

=====

(6)
14
Properties=species:S:1:pos:R:3 method="wB97M-V/def2-TZVPD" smiles="C=C(F)Br.F/C=C/Br.II" e_above_lowest_ev=0.520 homo_lumo_gap_ev=7.50 multiplicity=1 homo_ev=-9.42 largest_force_ev_per_a=2.7
C -1.978 0.100 -0.345
C -1.363 -0.891 -0.953
F -2.050 -2.034 -0.931
Br 0.246 -1.167 -2.024
H -1.473 0.995 -0.204
H -2.953 -0.263 0.003
F 2.192 -1.594 3.169
C 1.755 -0.878 2.083
C 1.477 0.408 2.049
Br 1.065 1.317 0.536
H 1.769 -1.497 1.176
H 1.447 1.050 2.945
I -1.409 2.130 -3.660
I 1.274 2.323 -3.844

=====

(7)
23
Properties=species:S:1:pos:R:3 method="wB97M-V/def2-TZVPD" e_above_lowest_ev=6.928 homo_lumo_gap_ev=9.47 multiplicity=1 homo_ev=-9.51 largest_force_ev_per_a=4.9
C 0.248 -0.126 -0.363
C -0.286 -1.291 0.404
C 0.533 1.047 0.232
C -1.330 -1.196 1.174
C 0.379 -2.629 0.096
C 1.092 2.260 -0.400
C 0.498 1.169 1.730
N 0.186 -0.278 -1.861
O 0.477 0.664 -2.577
O -0.329 -1.319 -2.217
H -2.192 0.653 -1.578
H -2.599 0.792 -2.272
H -1.967 -0.361 1.300
H -1.561 -2.203 1.584
H 0.502 -3.231 1.061
H 1.314 -2.277 -0.213
H -0.025 -3.065 -0.720
H 0.351 3.022 0.121
H 1.070 2.260 -1.448
H 2.125 2.394 -0.195
H 0.508 0.182 2.103
H -0.363 1.706 2.073
H 1.372 1.825 1.965

=====

(8)
53
Properties=species:S:1:pos:R:3 method="wB97M-V/def2-TZVPD" smiles="C[C@H](NC(=O)CNC(=O)Cc1cccc2ccccc12)c1ccc(S(N)(=O)=O)cc1" e_above_lowest_ev=0.156 homo_lumo_gap_ev=8.53 multiplicity=1 homo_ev=-8.08 largest_force_ev_per_a=0.9
C -2.944 -2.821 2.739
C -2.873 -2.463 1.261
N -1.720 -3.105 0.643
C -1.746 -3.511 -0.641
O -2.753 -3.679 -1.296
C -0.338 -3.706 -1.223
N 0.178 -2.417 -1.653
C 0.613 -1.481 -0.776
O 0.666 -1.692 0.422
C 1.034 -0.173 -1.425
C 1.995 0.588 -0.552
C 1.634 1.808 -0.043
C 2.495 2.533 0.792
C 3.722 2.031 1.115
C 4.141 0.783 0.606
C 5.409 0.253 0.921
C 5.811 -0.954 0.425
C 4.956 -1.684 -0.413
C 3.720 -1.197 -0.739
C 3.270 0.045 -0.241
C -2.717 -0.985 0.968
C -1.902 -0.169 1.745
C -1.636 1.132 1.353
C -2.181 1.603 0.177
S -1.776 3.227 -0.420
N -3.301 3.925 -0.565
O -1.023 3.947 0.567
O -1.243 3.102 -1.748
C -2.997 0.815 -0.609
C -3.269 -0.480 -0.208
H -1.999 -2.616 3.234
H -3.730 -2.248 3.223
H -3.162 -3.880 2.849
H -3.758 -2.846 0.741
H -0.817 -2.808 1.007
H -0.381 -4.373 -2.084
H 0.335 -4.112 -0.464
H -0.009 -2.145 -2.605
H 0.134 0.431 -1.575
H 1.475 -0.372 -2.405
H 0.674 2.236 -0.292
H 2.164 3.488 1.172
H 4.394 2.579 1.760
H 6.061 0.826 1.566
H 6.784 -1.354 0.671
H 5.282 -2.637 -0.803
H 3.078 -1.777 -1.384
H -1.452 -0.548 2.647
H -0.996 1.778 1.930
H -3.472 4.585 0.177
H -3.428 4.351 -1.468
H -3.392 1.220 -1.527
H -3.888 -1.119 -0.820

=====

(9)
11
Properties=species:S:1:pos:R:3 method="wB97M-V/def2-TZVPD" charge=-1 e_above_lowest_ev=0.471 homo_lumo_gap_ev=8.82 multiplicity=1 homo_ev=-4.53 largest_force_ev_per_a=3.1
N -0.941 -0.195 -0.106
C -1.046 -1.128 -1.044
N -2.129 -1.596 -1.596
H -1.723 0.339 0.227
H -0.010 -0.012 0.310
H -0.170 -1.622 -1.475
H -1.863 -2.330 -2.237
O 0.719 1.463 1.753
C 1.557 1.228 0.880
O 1.758 0.239 0.113
H 2.489 1.878 0.831

=====

E_tot (eV)
-84876.7166 -25961.6730 -77742.3595 -45487.0979 -155873.8361 -165931.9112 -13049.0010 -46684.5650 -9231.6899